1.
A molecular structure, C21H45N2P3SSeTl, computed with wB97M-V/def2-TZVPD.

XYZ file:
```
74
Properties=species:S:1:pos:R:3:mulliken_charge:R:1
Tl 0.11103 -0.45929 -0.74427 0.946
C 2.62900 3.84162 4.21605 -0.593
H 0.42490 -1.29058 3.59899 0.429
H 2.89746 -2.53979 2.69605 0.444
C -4.94525 -4.55188 -2.36360 -0.621
C -1.43215 1.77656 -3.14447 -1.318
H -2.89003 -4.50136 -3.03893 0.379
H 4.48130 -1.69945 -2.52942 0.490
H 0.02185 -3.94117 0.25765 0.342
H -1.04909 -1.51876 2.61874 0.093
C -3.26703 0.59704 2.78852 -0.663
C 2.80725 0.62501 -3.35024 -1.102
C -4.07963 -0.08229 1.96122 -0.513
H 0.48646 3.72713 3.93748 0.367
C -5.61176 -2.78452 -0.86910 -0.475
C 0.43519 3.40014 -1.69448 -1.151
H -4.67918 0.42681 1.19841 0.363
H 0.61594 2.63263 1.78823 0.062
C 2.66708 -1.75608 1.95985 -1.075
P -0.71377 2.00253 -1.47420 0.919
H -5.18439 -5.45925 -2.91461 0.398
H 1.80531 -4.02829 0.30186 0.323
C 3.77739 -1.48305 -1.71307 -1.155
H 0.85501 -4.34959 1.79548 0.482
H 3.38731 -1.80002 1.13291 0.234
H 1.46487 3.06949 -1.49929 0.172
H 1.76725 -3.03557 -3.38001 0.388
H -1.51019 -1.40670 -0.58888 0.019
H -6.94264 -4.36686 -1.53282 0.409
S 2.60419 1.38674 0.38933 -0.291
H -4.24076 -1.16033 2.07173 0.262
N 3.76198 2.80876 2.32131 -0.143
C 0.91051 -3.74715 0.87656 -1.262
C -2.10808 2.74918 -0.55830 -1.138
H -1.75718 3.63919 -0.01906 0.472
C 2.60260 2.41583 1.75194 -0.048
H 2.75921 -0.76415 2.42140 0.260
H 3.57712 -2.40681 -1.15340 0.319
H -2.10650 2.62107 -3.34661 0.504
C -5.93455 -3.94554 -1.58172 -0.545
H -2.70234 0.09440 3.58233 0.343
Se -1.65105 -1.93760 -2.18320 0.044
C -3.36582 -2.79720 -1.79099 0.584
C 1.92739 -2.02999 -3.79025 -1.260
H -3.10877 1.67588 2.67329 0.304
H 4.58936 2.52874 1.80391 0.236
H -0.16697 -2.94722 3.24394 0.480
H 0.18592 4.18606 -0.97020 0.447
H 0.35137 3.80286 -2.71365 0.445
P 2.22653 -0.84422 -2.43430 0.693
C 3.88650 3.82361 3.36856 -0.591
H 4.21378 -0.74172 -1.03112 0.332
N 1.45430 2.86720 2.31321 0.011
C -4.33474 -2.21759 -0.95844 0.084
H 1.03459 -1.73642 -4.35710 0.367
H 3.50564 0.29402 -4.13243 0.464
C -3.66277 -4.00440 -2.45049 -0.598
H 2.80180 -2.03947 -4.45663 0.469
H -2.89768 3.03896 -1.26532 0.486
H 1.95542 1.13772 -3.81790 0.302
H 2.65172 4.70419 4.88699 0.357
H 3.30948 1.32329 -2.66867 0.322
P 0.96795 -1.97281 1.33350 0.815
C 1.38931 3.90235 3.34581 -0.570
H 1.30539 4.89134 2.87301 0.324
H 4.05446 4.80888 2.90906 0.304
H -2.51931 2.03039 0.16464 0.008
H -0.63812 1.74931 -3.90418 0.365
H 4.76596 3.57033 3.96878 0.364
C -0.05487 -1.92929 2.84586 -1.101
H -4.10153 -1.32538 -0.37178 0.113
H -1.99342 0.83058 -3.19408 0.358
H -6.37426 -2.31787 -0.24547 0.417
H 2.59672 2.93983 4.83607 0.292
```

Values from the calculation:
- Total charge: +3
- ΔE to the lowest compared entry with this formula, charge and spin: 52.0 kJ/mol
- Kohn-Sham gap: 6.0 eV

---

2.
3 unconnected molecules or ions with the total composition C12H16F9N2O3P3, computed with wB97M-V/def2-TZVPD.

XYZ file:
```
45
Properties=species:S:1:pos:R:3:mulliken_charge:R:1
C 3.10186 -3.69362 2.38149 -0.567
H 2.02149 0.54153 1.27984 0.586
F -1.87298 3.19897 -3.22242 -0.179
C -3.12684 3.41582 -2.45739 0.670
H 1.56689 1.75240 -0.92321 0.314
C -4.39207 0.98207 -2.08466 0.593
P -0.06145 -1.50464 -2.85770 -0.300
H 3.10627 0.64413 3.76672 0.569
H 2.33471 -1.71879 3.11694 0.247
H 0.33534 -2.24418 -4.02824 0.146
H -0.66399 0.83625 1.62069 0.599
H -1.37201 0.72542 -2.79701 0.055
P 1.36299 0.18657 -2.61959 0.835
H -1.95031 -0.89923 -4.55644 0.130
H 2.37518 -4.00865 1.64392 0.393
C 0.13052 0.82152 2.35468 -0.728
F -4.27268 3.77758 -3.34792 -0.209
O 0.96891 1.50266 -3.73851 -0.509
C -3.73095 0.28816 -3.41328 0.352
F -4.45377 -0.10089 -1.03323 -0.274
F -5.80221 1.37061 -2.37282 -0.261
H 4.37905 -1.74860 4.57580 0.210
C 4.89572 -3.62932 3.73764 -0.501
O 1.16833 0.82835 -0.98348 -0.425
C 4.26748 -4.39155 2.77834 -0.386
C 1.02403 0.90665 4.40273 -0.537
C 2.05788 0.72781 3.51104 -0.763
H -1.06621 1.09921 4.08595 0.202
H 0.94757 2.36576 -3.19215 0.307
F -3.72925 1.18745 -4.62745 -0.288
F -4.41466 2.82941 -0.38034 -0.278
C -3.51834 2.20006 -1.42197 0.379
F -2.88040 4.64761 -1.61805 -0.250
C 1.49247 0.67435 2.21463 -0.291
F -4.65768 -0.84373 -3.79254 -0.310
H 1.02017 0.99675 5.48080 0.392
F -2.32488 1.70971 -0.63543 -0.163
N 4.15256 -2.49380 3.93003 0.034
H -2.60023 -1.46276 -2.21642 0.136
P -2.01613 -0.51642 -3.13929 0.176
N -0.14476 0.96775 3.68936 0.011
O 2.87107 -0.25727 -2.92477 -0.656
H 4.61121 -5.34757 2.40504 0.383
H 5.80624 -3.79670 4.29737 0.369
C 3.05386 -2.52688 3.11130 -0.213
```

Values from the calculation:
- Total charge: 0
- ΔE to the lowest compared entry with this formula, charge and spin: 664.9 kJ/mol
- SMILES: O=P(O)(O)P[PH3]C(F)(F)C(F)(F)C(F)(F)C(F)(F)F.c1cc[nH]c1.c1cc[nH]c1
- Kohn-Sham gap: 7.0 eV